Record 1
DFT (ωB97M-V with the def2-TZVPD basis set) results for an isolated molecule of C5H7NO.

Structure (XYZ):
```
14
Properties=species:S:1:pos:R:3:mulliken_charge:R:1
C -2.29 0.21 0.05 -1.1675
C -0.83 -0.14 0.03 0.8739
C -0.27 -1.37 0.09 -0.7538
O 1.10 -1.28 0.01 -0.3664
C 1.40 0.03 -0.11 0.3306
N 2.75 0.33 -0.29 -0.5265
C 0.27 0.79 -0.09 -0.5683
H -2.78 -0.15 0.96 0.2990
H -2.81 -0.21 -0.81 0.2793
H -2.42 1.30 0.02 0.3040
H -0.66 -2.37 0.17 0.4391
H 3.36 -0.30 0.21 0.2539
H 2.96 1.29 -0.07 0.2569
H 0.21 1.87 -0.16 0.3457
```

Properties
LUMO level (eV): 0.99
HOMO energy (hartree): -0.2797
SMILES string: Cc1coc(N)c1



Record 2
DFT (ωB97M-V with the def2-TZVPD basis set) results for a structure of composition C30H32BrF4N5P2Rb.

Structure (XYZ):
```
75
Properties=species:S:1:pos:R:3:mulliken_charge:R:1
Rb 0.53 0.34 -0.99 0.7705
C 5.94 0.67 0.08 -1.1759
N 5.32 1.92 -0.31 0.0615
C 6.18 2.77 -1.13 -1.0812
C 3.95 2.00 -0.33 0.3086
N 3.13 1.02 -0.23 -0.2775
N 3.49 3.32 -0.40 -0.1269
C 2.23 3.81 -0.67 0.3647
N 2.11 5.13 -0.35 -0.3762
N 1.30 3.10 -1.20 -0.4166
H 6.95 0.89 0.44 0.3242
H 6.02 -0.04 -0.75 0.3608
H 5.39 0.21 0.89 0.4270
H 7.03 3.13 -0.54 0.3341
H 5.63 3.62 -1.53 0.3782
H 6.57 2.20 -1.98 0.3408
H 3.62 0.13 -0.24 -0.0002
H 4.16 4.00 -0.09 0.2754
H 2.85 5.65 0.10 0.1588
H 1.25 5.61 -0.52 0.1810
H 0.47 3.67 -1.34 0.0649
F -3.61 0.68 5.82 -0.2745
C -3.39 0.61 4.52 0.6007
C -4.45 0.44 3.64 0.2230
F -5.68 0.35 4.11 -0.2810
C -4.20 0.39 2.28 0.4520
F -5.26 0.28 1.48 -0.3895
C -2.92 0.47 1.75 0.2054
P -2.61 0.43 -0.08 0.2510
C -3.55 -1.05 -0.59 0.8161
C -3.56 -2.20 0.20 -0.7275
C -4.13 -3.37 -0.26 -0.7856
C -4.70 -3.41 -1.53 -0.5359
C -4.67 -2.29 -2.33 -0.6627
C -4.09 -1.11 -1.87 -0.8381
C -3.63 1.89 -0.52 0.4405
C -4.95 1.88 -0.93 0.0021
C -5.60 3.08 -1.20 -0.7683
C -4.93 4.29 -1.05 -0.5442
C -3.61 4.30 -0.64 -0.6051
C -2.95 3.11 -0.39 -0.5412
C -1.87 0.66 2.66 0.1660
Br -0.08 0.89 2.09 -0.1541
C -2.11 0.73 4.03 0.0785
F -1.10 0.92 4.88 -0.3272
H -3.12 -2.17 1.20 0.4449
H -4.14 -4.25 0.37 0.4483
H -5.15 -4.33 -1.88 0.4186
H -5.11 -2.32 -3.32 0.4219
H -4.06 -0.24 -2.52 0.5576
H -5.49 0.95 -1.03 0.4865
H -6.63 3.08 -1.51 0.4031
H -5.44 5.22 -1.26 0.3871
H -3.08 5.24 -0.52 0.4124
H -1.92 3.11 -0.06 0.3299
C 0.23 -4.59 -1.06 -1.3067
P 0.70 -2.89 -0.51 0.3533
C 0.25 -3.03 1.27 -1.0537
C 2.53 -3.07 -0.46 0.6644
C 3.22 -3.70 0.57 -0.2938
C 4.60 -3.79 0.54 -0.7127
C 5.32 -3.26 -0.53 -0.5077
C 4.64 -2.63 -1.56 -0.6228
C 3.26 -2.53 -1.52 -0.6550
H 0.72 -5.33 -0.44 0.3801
H 0.52 -4.74 -2.10 0.3669
H -0.85 -4.70 -0.99 0.3926
H 0.43 -4.02 1.67 0.4058
H -0.81 -2.80 1.37 0.1333
H 0.81 -2.29 1.85 0.4352
H 2.68 -4.14 1.40 0.2962
H 5.13 -4.29 1.34 0.4197
H 6.40 -3.34 -0.55 0.4387
H 5.19 -2.23 -2.41 0.4616
H 2.73 -2.05 -2.34 0.3980
```

Properties
LUMO level (eV): -2.07
Total charge: +1
HOMO energy (hartree): -0.4010



Record 3
DFT (ωB97M-V with the def2-TZVPD basis set) results for a cluster of 2 separate species, C3H12N2O in total.

Structure (XYZ):
```
18
Properties=species:S:1:pos:R:3:mulliken_charge:R:1
N -0.26 -2.88 0.33 -0.4491
C 0.54 -1.74 0.62 -0.4475
C -0.02 -0.44 0.03 -0.6994
C -0.17 -0.46 -1.48 -0.4681
N -1.33 -1.22 -1.94 -0.5379
H -1.08 -2.85 -0.24 0.2213
H 0.18 -3.78 0.40 0.1575
H 0.69 -1.56 1.69 0.2598
H 1.55 -1.82 0.19 0.2674
H 0.57 0.40 0.38 0.3497
H -1.01 -0.25 0.46 0.3107
H -0.21 0.56 -1.87 0.3191
H 0.73 -0.84 -1.97 0.3105
H -1.10 -1.73 -2.78 0.2014
H -2.13 -0.63 -2.16 0.2048
O 1.13 5.74 2.08 -0.6412
H 1.59 6.16 2.81 0.3201
H 0.46 5.22 2.53 0.3209
```

Properties
LUMO level (eV): 0.90
HOMO energy (hartree): -0.3017
SMILES string: NCCCN.O



Record 4
DFT (ωB97M-V with the def2-TZVPD basis set) results for a cluster of 2 separate species, C7H8F3NO2 in total.

Structure (XYZ):
```
21
Properties=species:S:1:pos:R:3:mulliken_charge:R:1
O 0.71 -1.82 1.45 -0.5295
C 1.01 -0.54 1.11 0.1634
C 0.03 0.08 0.46 -0.0354
C 0.09 1.39 -0.19 -0.2781
C -1.38 1.53 -0.67 -0.8110
C -2.07 0.44 -0.24 -0.2878
N -1.33 -0.40 0.53 -0.1024
C 2.47 -0.19 1.05 0.2504
F 3.21 -0.46 2.27 -0.3063
F 2.99 -1.05 0.08 -0.2502
H 1.20 -2.04 2.28 0.3493
H 0.39 2.22 0.61 0.2907
H 0.89 1.60 -1.03 0.2327
H -1.95 2.38 -1.00 0.3752
H -3.17 0.37 -0.19 0.3746
H -1.54 -1.35 0.69 0.2646
H 2.64 0.85 0.76 0.2990
O 0.15 -1.14 -2.19 -0.3699
C 0.47 -2.18 -1.77 0.3545
F -0.40 -3.18 -1.67 -0.2524
H 1.54 -2.30 -1.40 0.2686
```

Properties
LUMO level (eV): 0.67
HOMO energy (hartree): -0.2800
SMILES string: O/C(=C1/CC=CN1)C(F)F.O=CF



Record 5
DFT (ωB97M-V with the def2-TZVPD basis set) results for a cluster of 2 separate species, C3H6NOS in total.

Structure (XYZ):
```
12
Properties=species:S:1:pos:R:3:mulliken_charge:R:1
C -1.71 -0.61 0.21 -0.8355
C -0.86 -1.62 -0.21 -0.0615
C 0.38 -1.68 0.39 -0.6942
N 1.29 2.50 -0.59 -0.1755
O 1.41 3.78 -0.32 -0.3653
S 1.81 -2.31 -0.33 -0.5389
H -2.81 -0.60 -0.22 0.1734
H -1.29 0.20 0.81 0.2524
H -1.12 -2.44 -0.81 0.3944
H 2.02 1.83 -0.04 0.2809
H 0.49 -1.19 1.34 0.3189
H 0.38 2.15 -0.23 0.2507
```

Properties
LUMO level (spin up / spin down) (eV): 3.92 / 2.49
Total charge: -1
HOMO energy (spin up / spin down) (hartree): -0.1200 / -0.0618



Record 6
DFT (ωB97M-V with the def2-TZVPD basis set) results for a structure of composition C12H16N3PdS.

Structure (XYZ):
```
33
Properties=species:S:1:pos:R:3:mulliken_charge:R:1
Pd 0.28 -0.14 -0.08 -0.4534
C 1.49 -3.19 -0.76 -1.0715
C 0.33 -3.06 -1.70 0.5869
C -0.01 -4.08 -2.60 -0.5781
C -1.08 -3.91 -3.43 -0.7019
C -1.84 -2.72 -3.38 1.3521
C -2.95 -2.50 -4.22 -0.8612
C -3.64 -1.32 -4.10 -0.4390
C -3.27 -0.35 -3.17 -0.5517
C -2.19 -0.50 -2.30 0.1625
S -1.81 0.73 -1.17 -0.5363
C -1.44 -1.74 -2.42 -0.2452
N -0.37 -1.94 -1.63 -0.2030
H 2.19 -3.97 -1.07 0.3917
H 1.12 -3.42 0.24 0.1698
H 2.00 -2.22 -0.71 0.1807
H 0.58 -4.99 -2.63 0.3216
H -1.36 -4.68 -4.15 0.3558
H -3.24 -3.25 -4.94 0.2914
H -4.49 -1.13 -4.75 0.3303
H -3.83 0.57 -3.10 0.3886
N 1.95 -0.34 1.57 -0.3209
C 2.07 0.53 2.73 -0.4891
C 1.79 1.99 2.34 -0.7943
N 0.51 2.24 1.71 -0.5017
H 1.95 -1.32 1.81 0.1471
H 2.67 -0.16 0.88 0.2336
H 3.07 0.48 3.20 0.2838
H 1.34 0.21 3.48 0.3485
H 2.56 2.31 1.63 0.3088
H 1.89 2.61 3.24 0.3442
H 0.38 1.55 0.91 0.3045
H -0.25 2.05 2.35 0.2452
```

Properties
LUMO level (eV): 3.16
Total charge: -1
HOMO energy (hartree): -0.0774



E, respectively: -324.70036, -5116.28503, -306.22624, -776.30002, -645.96250, -1157.24524 Eh.
Strongest force on any atom, respectively: 0.24, 0.96, 1.58, 3.64, 3.98, 0.80 eV/Å.